Density functional theory data (ωB97M-V/def2-TZVPD) for C19H8BrCl6DyNO5S as an isolated structure at a distorted geometry.

* LUMO (alpha / beta): 1.901 / 1.904 eV
* net charge: -1
* spin multiplicity: 6
* Kohn-Sham gap (alpha / beta): 7.11 / 7.07 eV
* HOMO level (alpha / beta): -5.2136 / -5.1671 eV

CARTESIAN COORDINATES (ANGSTROEM)
1 Dy 1.0483 -0.6849 0.9535
2 S -3.2087 1.8454 1.0111
3 C -2.3215 2.4878 -0.3786
4 C -2.6802 3.4592 -1.3277
5 C -1.8431 3.6698 -2.4314
6 C -0.6821 2.8992 -2.5758
7 C -0.3022 1.9669 -1.6212
8 C -1.1083 1.7259 -0.5254
9 N -0.8568 0.8314 0.5036
10 C -1.8115 0.8723 1.4655
11 C -1.5799 0.3979 2.7702
12 C -2.5568 0.3974 3.7408
13 C -2.2747 -0.0453 5.0608
14 C -0.9414 -0.3545 5.3889
15 C 0.0476 -0.3496 4.3870
16 C -0.2941 -0.0717 3.0946
17 H -3.5778 4.0289 -1.1406
18 H -2.1618 4.2522 -3.2692
19 H -0.0828 2.9721 -3.4874
20 H 0.6176 1.3884 -1.7102
21 H -3.5245 0.8059 3.4528
22 H -3.0740 -0.1419 5.8122
23 H -0.5876 -0.4975 6.4209
24 H 1.0735 -0.6167 4.6400
25 Cl 3.2286 -0.8534 -6.5283
26 C 2.7122 -1.2367 -4.9310
27 C 3.6580 -1.4762 -3.9046
28 Cl 5.2423 -1.9156 -4.3239
29 C 3.2241 -1.4014 -2.5907
30 Cl 4.4207 -1.6592 -1.3102
31 C 1.8530 -1.2973 -2.2426
32 O 1.5256 -1.2580 -0.9806
33 C 0.9084 -1.2611 -3.2995
34 Cl -0.7305 -1.0091 -2.9111
35 C 1.3309 -1.3195 -4.6114
36 Cl 0.1538 -1.5511 -5.7933
37 Br 3.1130 0.9623 1.2746
38 O -0.1571 -3.0779 3.7587
39 Cl 0.3846 -3.2223 2.4100
40 O 0.5549 -4.6091 2.0857
41 O -0.3970 -2.6107 1.3403
42 O 1.6573 -2.4423 2.3239